The following is a DFT calculation (ωB97M-V with the def2-TZVPD basis set) of a cluster of 2 separate species, C7H14N2 in total at a distorted geometry.

## Properties
HOMO-LUMO gap (alpha / beta), Eh: 0.364 / 0.188
Spin multiplicity: 2
Electronic energy, Eh: -384.25731
Lowest unoccupied orbital energy (alpha / beta), eV: -3.67 / -8.46
⟨S²⟩: 0.760
HOMO level (alpha / beta), Eh: -0.499 / -0.499
Charge: +1

```
23
Properties=species:S:1:pos:R:3:forces:R:3:mulliken_charge:R:1
C -1.77359 -0.61678 1.21529 2.73 -2.69 -3.52 0.346
C -2.92596 -0.81222 0.20195 -0.64 -1.18 0.58 -1.246
C -1.97120 -0.49516 2.67391 -3.75 -1.20 -0.66 -1.168
H -1.18159 -1.66519 1.01044 -0.90 2.36 0.76 0.148
H -1.05138 0.11280 0.80102 -0.32 0.12 0.32 -0.034
H -3.43031 -1.76482 0.47609 0.02 0.57 0.15 0.350
H -2.65125 -1.36644 2.86766 0.48 0.61 0.49 0.283
H -1.08422 -0.69447 3.17131 1.59 0.19 1.25 0.356
H -2.56381 0.37174 2.98326 0.60 0.13 0.11 0.330
H -3.69605 -0.04079 0.30790 0.17 0.04 -0.58 0.348
H -2.63073 -1.08909 -0.85917 0.02 1.11 1.18 0.317
C 2.54846 -1.18578 -0.16999 -0.35 -3.07 -1.06 -1.156
C 0.04843 0.93116 -1.51468 -1.03 -1.88 -1.29 -0.122
C 1.73531 -0.05439 -0.57187 -2.73 -7.62 -2.01 0.738
C 1.92071 1.21766 -0.40161 -1.54 7.68 -0.47 -0.273
N 0.52232 -0.29118 -1.24537 1.65 1.22 0.68 -0.336
N 0.89125 1.89552 -1.04719 1.90 1.36 1.29 -0.060
H -0.90256 0.98024 -2.14480 1.49 0.73 1.17 0.398
H 0.93129 2.94349 -1.06097 -0.83 -1.48 -0.31 0.287
H 2.55096 1.80892 0.19608 1.16 0.29 0.52 0.454
H 1.98994 -2.15387 -0.49111 0.64 1.67 1.03 0.328
H 2.82278 -1.19375 0.87470 -0.16 0.09 0.49 0.335
H 3.50901 -1.38603 -0.68252 -0.19 0.95 -0.13 0.376
```
Forces are in eV/Å.


The following is a DFT calculation (ωB97M-V with the def2-TZVPD basis set) of a structure of composition C49H41F12HgIN5O2P2S at a distorted geometry.

## Properties
HOMO-LUMO gap (alpha / beta), Eh: 0.097 / 0.128
Spin multiplicity: 2
Electronic energy, Eh: -5046.15176
Lowest unoccupied orbital energy (alpha / beta), eV: 3.04 / 3.18
⟨S²⟩: 1.641
HOMO level (alpha / beta), Eh: 0.015 / -0.011
Charge: -2

```
114
Properties=species:S:1:pos:R:3:forces:R:3:mulliken_charge:R:1
Hg -0.71231 -1.20226 1.53701 -1.16 0.76 0.21 1.423
C 5.13616 -3.92901 -1.37848 0.30 -0.66 -0.34 -1.574
C 4.02235 -3.27066 -0.58268 0.98 0.65 -1.36 0.804
C 4.34944 -2.04377 0.03348 -0.80 -1.74 0.02 -1.066
C 3.35589 -1.46470 0.78426 1.00 1.39 1.46 -0.172
C 2.08733 -2.03021 0.97842 0.02 -0.64 0.42 -0.165
N 1.30275 -1.58881 2.04000 0.63 -0.12 -0.64 -0.042
C 1.71067 -1.40452 3.33041 1.12 0.57 1.10 -0.600
C 2.74381 -2.29198 3.82337 -1.44 -0.95 -1.03 0.368
C 3.29750 -2.21890 5.06260 0.11 2.25 0.50 -1.122
C 2.99041 -1.04313 5.82625 0.76 -0.68 0.16 0.887
C 3.87650 -0.61354 6.97036 -0.44 1.98 0.34 -1.416
C 1.96243 -0.19802 5.44192 0.47 0.13 0.36 -0.621
C 1.23007 -0.39288 4.27177 0.08 -0.30 -1.52 -0.126
C 0.06364 0.62867 3.97132 1.73 -0.29 0.48 1.084
O -0.54275 0.51503 2.79787 -1.42 -0.54 -0.97 -1.007
C 0.67286 2.08563 3.91447 -2.16 -0.70 -0.99 0.669
F 0.87757 2.60981 5.09210 0.69 0.87 1.51 -0.285
F 1.85554 2.11374 3.23847 -1.26 0.47 0.14 -0.267
F -0.32117 2.88464 3.34013 2.15 -0.48 0.19 -0.222
C -0.95092 0.46257 5.19773 0.11 -0.93 -0.60 0.596
F -0.40356 0.55274 6.43570 -0.52 0.24 -0.41 -0.309
F -2.02500 1.28487 5.18297 0.72 -0.83 -0.13 -0.255
F -1.35902 -0.85772 5.08061 -0.38 1.33 0.32 -0.266
C 1.69991 -3.08014 0.04336 0.11 -0.03 1.32 -0.860
C 2.69297 -3.71217 -0.69795 1.19 0.82 -0.17 -0.371
C 0.26927 -3.58943 0.02059 -1.30 -1.33 -1.18 1.278
O -0.69026 -2.66118 0.02311 -1.21 1.59 -0.19 -0.357
C -0.06081 -4.41336 -1.34551 -0.93 1.37 0.61 0.097
F 0.42260 -5.65702 -1.37527 -0.23 -0.16 -0.25 -0.275
F 0.37774 -3.77065 -2.44944 -0.10 -0.25 0.34 -0.244
F -1.43535 -4.45498 -1.45734 1.44 -0.61 -0.27 -0.218
C -0.11052 -4.60900 1.13797 2.61 -1.42 2.55 0.615
F -1.28977 -5.30059 1.07999 1.65 1.30 -0.07 -0.236
F -0.01116 -3.99545 2.39326 -0.97 -0.96 -1.84 -0.102
F 0.93236 -5.57949 1.21783 -1.72 0.83 -0.19 -0.347
H 6.10231 -3.41176 -1.11968 -0.74 -0.99 -0.22 0.349
H 5.01074 -3.83339 -2.46959 -0.08 0.37 0.20 0.330
H 5.16114 -5.05499 -1.27335 0.31 1.16 0.44 0.306
H 5.38026 -1.66727 0.04116 -0.52 -0.09 -0.10 0.265
H 3.69759 -0.61286 1.43474 -0.88 -0.75 -0.61 0.425
H 2.91766 -3.17900 3.18293 0.17 0.69 0.32 0.349
H 4.10958 -2.88213 5.35330 -0.26 -0.02 0.12 0.356
H 3.51499 0.42840 7.32047 0.75 -1.45 -0.59 0.289
H 4.94642 -0.52259 6.68402 -0.60 -0.12 0.18 0.279
H 3.78435 -1.21517 7.85992 0.14 -0.58 0.30 0.327
H 1.79657 0.71719 6.07293 0.09 -1.21 -0.80 -0.002
H 2.55393 -4.47009 -1.48984 -0.40 0.25 0.94 0.392
I -2.84010 3.98055 -0.02524 -0.25 -0.25 0.31 -0.097
C -4.54745 3.83697 1.28304 0.14 -0.97 -0.27 -0.757
C -4.77921 5.05367 1.91372 -1.71 1.39 0.56 -0.435
C -6.12178 5.44825 2.26905 2.64 -0.92 0.16 -0.678
C -7.10579 4.49636 2.07417 -0.81 0.15 0.01 -0.487
C -6.86828 3.23319 1.52197 0.68 -1.08 -0.29 0.589
C -7.95538 2.37305 1.21424 -0.86 0.30 0.16 -1.109
C -7.80644 1.18534 0.50292 -0.12 -0.09 0.18 -1.128
C -6.51920 0.79808 0.12475 -2.50 -1.53 -0.59 -0.137
C -5.41019 1.56008 0.43005 1.93 -0.08 0.79 1.068
P -3.80393 0.68036 0.20004 -0.33 2.49 0.86 0.686
C -4.07173 -0.79026 1.17088 -1.12 -2.04 1.17 0.118
C -4.23381 -0.69841 2.59767 1.16 -1.08 -1.03 -0.839
C -3.99022 -1.84814 3.37447 -0.56 0.64 0.37 -0.330
C -3.90337 -3.11151 2.76230 0.53 -0.23 0.93 -0.658
C -3.84279 -3.24891 1.38456 -1.16 0.65 0.57 -0.449
C -4.02973 -2.09023 0.62930 0.53 0.10 -0.10 -0.003
C -3.83674 0.31143 -1.53873 -0.52 -0.77 -0.87 0.456
C -2.91077 -0.63721 -1.95782 0.55 -1.72 -0.71 -0.104
C -2.95970 -1.15955 -3.28187 -0.34 1.48 1.59 -0.995
C -3.69074 -0.39482 -4.18173 0.27 -0.65 -0.52 -0.447
C -4.52688 0.64700 -3.82345 0.74 0.04 0.81 -0.747
C -4.70994 0.90104 -2.48662 0.95 -0.53 1.03 -0.760
C -5.52229 2.75959 1.15965 -0.43 2.62 -0.77 0.755
H -3.95531 5.76871 2.07444 -0.49 -0.46 -0.24 0.332
H -6.26715 6.39425 2.79229 -0.15 -0.23 -0.23 0.323
H -8.15884 4.69712 2.26950 0.16 0.23 0.11 0.253
H -8.97537 2.72992 1.45262 0.60 -0.19 -0.06 0.185
H -8.74272 0.60094 0.31695 1.17 0.30 -0.13 0.271
H -6.43981 -0.14592 -0.44878 0.24 0.58 0.44 0.250
H -4.51609 0.23949 3.04398 0.43 0.34 0.18 0.505
H -3.85712 -1.74104 4.49256 -0.62 -0.23 -1.41 0.214
H -3.93843 -3.99393 3.41769 0.50 0.33 -0.35 0.297
H -3.78944 -4.23398 0.93143 -0.03 0.21 -0.07 0.433
H -4.16120 -2.20634 -0.43174 0.40 0.06 -0.35 0.499
H -2.18875 -1.11125 -1.24479 -0.75 0.50 -0.56 0.424
H -2.45698 -2.08589 -3.53646 0.25 0.33 -0.16 0.478
H -3.58824 -0.64006 -5.20808 -0.05 -0.21 -1.00 0.377
H -4.91985 1.37440 -4.49530 -0.60 -0.15 -0.87 0.393
H -5.49580 1.54265 -2.16273 -0.20 0.64 0.30 0.311
S 2.17647 2.40085 0.34000 -0.71 0.40 2.28 -0.400
C 2.71399 2.01480 -1.01593 1.11 -1.01 -3.62 0.784
N 3.11216 1.63349 -2.12295 -1.13 1.64 0.72 -0.305
C 4.16515 1.55307 -6.68922 -0.30 0.43 0.56 -2.231
N 5.35164 1.21998 -5.77527 -0.30 0.92 -0.50 2.797
C 6.10386 2.54484 -5.56967 -0.52 -0.20 1.39 -2.417
N 5.18762 3.49581 -4.98860 0.80 1.16 0.20 0.733
C 4.01118 3.73509 -5.80564 -0.17 1.18 0.38 -1.034
N 3.29514 2.51129 -6.06473 -0.29 0.36 -1.56 0.742
C 2.47102 2.03904 -4.98520 -0.34 -1.37 0.85 -0.822
P 3.72635 1.87122 -3.63299 -0.85 -2.64 1.82 1.053
C 4.76311 0.64874 -4.45077 0.37 -0.57 0.27 -2.632
C 4.79468 3.33432 -3.57462 0.21 -0.01 -0.68 -0.824
H 3.54145 0.68834 -6.89031 0.54 -0.56 -0.08 0.419
H 4.54733 2.00143 -7.60876 0.19 -0.37 0.08 0.318
H 5.94108 0.49414 -6.21910 0.93 -0.58 -0.83 1.004
H 6.49151 2.91412 -6.51261 -0.26 -0.24 -0.35 0.440
H 6.97718 2.45269 -4.89289 -0.55 -0.59 -0.28 0.352
H 4.36072 4.17898 -6.75513 -0.36 -0.21 0.30 0.053
H 3.34931 4.48574 -5.25317 0.75 -0.99 -0.89 0.346
H 1.94168 1.06757 -5.23616 0.80 0.89 0.15 0.233
H 1.68851 2.74393 -4.76606 -0.26 0.46 0.18 0.400
H 4.25997 -0.33975 -4.72879 0.14 1.47 0.18 0.095
H 5.57775 0.29848 -3.76346 -0.20 0.70 -0.75 0.240
H 5.63421 3.22306 -2.89446 0.40 -0.07 -0.06 0.228
H 4.26177 4.25326 -3.30210 -0.06 -0.35 0.20 0.414
```
Forces are in eV/Å.


The following is a DFT calculation (ωB97M-V with the def2-TZVPD basis set) of the molecule C7H7Cl at a distorted geometry.

## Properties
HOMO-LUMO gap, Eh: 0.323
Spin multiplicity: 1
Electronic energy, Eh: -731.06817
Lowest unoccupied orbital energy, eV: 0.41
SMILES: C=C1C=CC/C1=C\Cl
HOMO level, Eh: -0.308
Charge: 0

```
15
Properties=species:S:1:pos:R:3:forces:R:3:mulliken_charge:R:1
C -0.90209 -0.37722 -0.86134 -0.97 -0.27 -0.78 -0.378
C -0.04421 -0.05298 0.08602 0.71 0.61 -0.36 0.380
C 0.74612 1.24471 0.16600 0.39 0.11 1.00 -0.565
C 1.79573 0.94750 1.24746 -0.82 -1.21 0.01 -0.416
C 1.58683 -0.30845 1.76738 1.17 2.37 -0.97 -0.586
C 0.48549 -0.99334 1.11409 -1.05 -0.36 0.39 0.599
C -0.06063 -2.16806 1.48012 0.62 0.10 -0.73 -1.054
H -1.33895 -1.37585 -0.96720 0.17 0.50 0.09 0.282
H 1.19634 1.56066 -0.77419 -0.02 -0.23 -0.18 0.340
H 0.17051 2.11173 0.50805 -0.32 -0.15 -0.11 0.292
H 2.51851 1.74771 1.51474 -0.46 -1.04 0.05 0.370
H 2.18818 -0.74385 2.53552 0.15 -0.25 0.40 0.417
H 0.45861 -2.85082 2.14814 -0.22 0.30 0.16 0.298
H -0.92901 -2.55968 0.95789 0.05 0.07 0.17 0.226
Cl -1.52398 0.72689 -2.11302 0.60 -0.54 0.86 -0.204
```
Forces are in eV/Å.